Entry 1:
Molecular formula: C22H27AsAuCl2N2O2Si2
Method: DFT, ωB97M-V/def2-TZVPD

- Energy relative to the best compared isomer or geometry (same formula, charge and spin): 0.0 kJ/mol
- 2S+1: 3
- Net charge: -1
- HOMO energy (spin up / spin down): -4.38 / -4.28 eV
- Orbital gap (spin up / spin down): 0.2569 / 0.1951 hartree

Positions of all 59 atoms, in Å:
Au -0.39226 -0.17216 -0.22025
O 0.29401 0.25173 -4.47989
C 0.14488 0.32160 -3.25783
O 0.45395 -0.54673 -2.38644
C -0.47584 1.63030 -2.73065
C -1.19132 2.47015 -3.61192
C -1.76963 3.60250 -3.12139
C -1.62153 3.93288 -1.75459
C -2.19179 5.08123 -1.16160
C -2.02233 5.32873 0.17193
C -1.26954 4.44508 0.97275
C -0.69557 3.33136 0.42732
C -0.86544 3.04856 -0.94595
N -0.30946 1.92219 -1.46513
H -1.25991 2.17052 -4.64776
H -2.34890 4.25914 -3.76144
H -2.76546 5.76220 -1.78066
H -2.46793 6.20744 0.62202
H -1.15460 4.65470 2.02877
H -0.11704 2.63420 1.02079
C 2.22545 -3.59463 1.94026
Si 1.65601 -1.90596 2.59992
C 2.80325 -1.47825 4.05837
C -0.06972 -2.16611 3.35021
As 1.61140 -0.04349 1.21405
Si 3.33671 -0.53326 -0.26861
C 4.94442 -0.66327 0.75029
C 3.50428 0.98807 -1.38156
C 3.23926 -2.06018 -1.37749
H 2.17042 -4.35168 2.72728
H 3.25553 -3.55658 1.57811
H 1.59094 -3.91968 1.11220
H 2.79332 -2.25664 4.82707
H 2.48143 -0.53848 4.51209
H 3.83371 -1.34314 3.71948
H -0.03709 -2.78043 4.25439
H -0.73549 -2.65084 2.63261
H -0.51507 -1.20187 3.60783
H 5.01549 0.17608 1.44596
H 5.82745 -0.64827 0.10486
H 4.97400 -1.58554 1.33782
H 3.50610 1.90304 -0.78449
H 2.64698 1.03105 -2.05700
H 4.41300 0.96923 -1.98896
H 3.13580 -2.98265 -0.80107
H 4.13344 -2.14690 -2.00111
H 2.37050 -1.96430 -2.03341
Cl -5.06902 1.22681 -0.27813
C -4.69292 -0.46348 -0.25582
C -5.71573 -1.37800 -0.27125
C -5.43496 -2.74265 -0.25345
C -4.11084 -3.16604 -0.23977
C -3.08909 -2.24691 -0.24809
Cl -1.45130 -2.82482 -0.27168
C -3.30128 -0.82868 -0.23228
N -2.37769 0.10537 -0.16617
H -6.73742 -1.02336 -0.29181
H -6.23603 -3.46848 -0.25892
H -3.86953 -4.22071 -0.22978



Entry 2:
Molecular formula: H39O20
Method: DFT, ωB97M-V/def2-TZVPD

- Energy relative to the best compared isomer or geometry (same formula, charge and spin): 864.8 kJ/mol
- Net charge: -1
- HOMO energy: -6.71 eV
- Orbital gap: 0.3144 hartree

Positions of all 59 atoms, in Å:
O -1.06082 -0.56077 2.42853
H 3.13608 4.66348 2.23194
O -4.26904 -2.17757 2.76969
H -3.92628 -1.29306 2.57389
H -3.78546 -2.65056 3.32500
O 5.20264 -0.26926 -0.69129
H 1.63133 4.90064 -1.09199
H 4.34529 -0.07494 -0.12086
O 3.96976 2.58266 0.77213
H 3.41994 2.39109 1.47492
H 2.10634 1.38053 -0.08076
O 1.06788 1.43890 -0.03640
H -3.53214 -4.12574 -0.97525
H 5.69236 -0.39790 0.10806
O 3.91690 -2.04550 -3.29544
H -1.16884 -0.47007 1.54369
H 3.54399 2.85319 -0.01061
O -4.44473 -1.24976 -1.25256
H -3.47362 -1.01440 -1.11590
H -4.75978 -0.43670 -1.03853
O -0.35914 -2.55950 -4.13257
H 4.43255 -1.92079 -2.55016
H -2.93738 2.06053 -0.27791
O 1.69649 -1.15790 4.05304
H 1.32085 -0.66434 3.27247
H 1.35880 -2.01804 4.22532
O -0.82012 1.72413 -2.45357
H -1.15047 0.93653 -2.77359
H -1.48339 2.09924 -1.96314
O -3.05213 -4.31675 -1.79077
H -1.93375 0.51998 -0.23338
H -2.68996 -3.53930 -1.97197
O 2.21240 4.70412 1.96451
H -2.29005 0.87226 1.83524
H 3.77917 -1.30648 -3.72953
O -1.19299 -0.17970 -0.24996
H -0.30794 0.24084 -0.36523
H -0.44565 -2.14818 -4.94738
O 1.65554 4.04184 -1.37645
H -0.07221 -1.91830 -3.49544
H 0.82254 3.74236 -1.68254
O -2.40604 3.72030 -2.36233
H -2.32510 2.87101 -1.71708
H -1.94350 3.56454 -3.18981
O 0.78886 -2.12371 -1.49730
H 1.63554 -1.43875 -1.32372
H -2.11850 -2.97666 4.26935
O -3.12178 0.63581 2.13568
H 0.10579 -2.00973 -0.93769
H -3.75655 1.19181 1.62101
O -2.80854 1.58789 -0.92866
H 0.61518 1.72800 -0.95130
H 2.35614 4.94132 1.10729
O 4.64434 -0.63678 1.95230
H 4.20736 0.09954 2.39396
H 4.53326 -1.44254 2.50943
O -1.85472 -3.75310 3.74560
H -1.30702 -3.53840 3.11832
H -1.75309 -0.91481 2.90028



Entry 3:
Molecular formula: C5H14OP
Method: DFT, ωB97M-V/def2-TZVPD

- Energy relative to the best compared isomer or geometry (same formula, charge and spin): 334.0 kJ/mol
- Net charge: +1
- HOMO energy (spin up / spin down): -13.82 / -13.82 eV
- Orbital gap (spin up / spin down): 0.2919 / 0.2920 hartree

Positions of all 21 atoms, in Å:
C -1.79942 1.16053 0.70936
C -0.96582 -2.26571 1.03418
C 1.40216 0.91952 -0.00036
C -0.71351 -0.97753 -3.53845
C -2.14008 1.04790 -0.60202
O -0.28268 -1.21627 0.25352
P 0.01693 0.16527 0.94010
H -1.73504 -0.73107 -3.70861
H -1.52516 2.08063 1.27642
H -2.41744 0.47469 1.33253
H -1.93348 -1.87238 1.30875
H -0.36861 -2.37120 1.97943
H -1.03519 -3.05236 0.23785
H 1.36500 1.98291 0.18886
H 1.42947 0.74148 -1.08432
H 2.27092 0.51379 0.47541
H -0.78214 -1.36902 -2.44022
H -0.15489 -0.07422 -3.59013
H -0.29207 -1.84230 -3.92466
H -1.62465 1.66850 -1.34529
H -2.74046 0.10210 -1.04036



Entry 4:
Molecular formula: C5H5NS2
Method: DFT, ωB97M-V/def2-TZVPD

- Energy relative to the best compared isomer or geometry (same formula, charge and spin): 29.1 kJ/mol
- HOMO energy: -8.86 eV
- Orbital gap: 0.3136 hartree
- Structure (SMILES): S=Cn1cccc1S

Positions of all 13 atoms, in Å:
S 2.75939 -0.53587 -0.00938
C 1.15672 -0.76423 -0.00417
N 0.21066 0.21392 -0.01924
C 0.54697 1.60536 0.03519
C -0.60452 2.29619 -0.00577
C -1.68592 1.31662 -0.01808
C -1.16978 0.10283 0.02829
S -2.00116 -1.48394 -0.07570
H 0.72663 -1.74345 -0.05103
H 1.57041 1.99401 0.16084
H -0.75546 3.38816 -0.06525
H -2.72572 1.62781 0.00680
H -1.88301 -1.78753 1.23181



Entry 5:
Molecular formula: C25H72N3O13
Method: DFT, ωB97M-V/def2-TZVPD

- Energy relative to the best compared isomer or geometry (same formula, charge and spin): 854.9 kJ/mol
- Net charge: -1
- HOMO energy: -4.96 eV
- Orbital gap: 0.2722 hartree

Positions of all 113 atoms, in Å:
C -9.12602 -11.39309 -18.64228
O -8.20512 -11.26028 -17.67352
H -8.56291 -11.36114 -19.65917
H -9.96733 -10.72163 -18.66841
H -9.45628 -12.62592 -18.62282
C -5.34783 -10.55187 -15.52012
O -5.51651 -10.02335 -16.77949
H -6.12964 -10.30779 -14.58539
H -4.44433 -10.33825 -15.41560
H -5.57728 -11.73523 -15.43614
H -6.45941 -9.55151 -17.08090
C -8.54662 -8.11464 -18.37660
O -7.82585 -9.05980 -17.78428
H -8.04304 -7.51474 -19.03790
H -8.98549 -7.32411 -17.76234
H -9.15627 -8.57680 -19.00497
H -8.37438 -9.65289 -17.58597
C -9.25113 -10.04277 -22.06447
O -9.59929 -9.71113 -23.42211
H -8.45252 -10.87770 -22.07558
H -9.80761 -10.54614 -21.49063
H -9.02680 -9.15779 -21.57389
H -8.86864 -9.52509 -24.10167
C -8.98995 -9.45954 -14.94615
O -9.95039 -9.85491 -15.91971
H -7.94773 -9.75579 -15.35098
H -8.66931 -9.96704 -13.99856
H -8.93840 -8.31657 -14.95049
H -9.65049 -10.46088 -16.49016
C -6.49496 -12.50315 -18.45105
O -7.86477 -13.07561 -18.37029
H -5.87840 -12.68870 -17.53742
H -6.46668 -11.35027 -18.82259
H -5.92420 -13.04060 -19.25384
H -8.55399 -12.28129 -18.12239
C -8.19597 -12.69983 -14.50659
O -9.48365 -12.67263 -14.96664
H -7.81212 -13.68540 -14.46430
H -8.04605 -11.93267 -13.64347
H -7.65093 -12.18727 -15.17732
H -9.47913 -12.05484 -15.82667
C -3.83383 -17.26012 -20.87167
O -5.18933 -17.54767 -20.48913
C -5.67231 -16.62028 -19.57489
C -7.05804 -17.01045 -19.10252
N -7.51682 -16.06601 -18.02730
C -8.96862 -16.47181 -17.69262
C -9.48037 -15.82297 -16.45910
O -10.73806 -16.30498 -16.09299
C -11.40331 -15.50726 -15.19437
H -3.71531 -16.33634 -21.49957
H -3.42099 -18.13684 -21.32452
H -3.19482 -17.12205 -19.93026
H -5.63275 -15.55569 -19.97599
H -5.01778 -16.73416 -18.80715
H -7.10040 -17.99066 -18.67052
H -7.71434 -16.75934 -19.86608
H -7.57940 -15.05773 -18.20878
H -9.03930 -17.56355 -17.47565
H -9.46909 -16.36448 -18.68953
H -9.63881 -14.77751 -16.65993
H -8.86588 -16.09105 -15.56112
H -10.74624 -15.39021 -14.22370
H -12.24566 -16.28028 -14.78807
H -11.69441 -14.51484 -15.49200
C -10.68262 -6.29096 -16.39468
O -11.42808 -7.45782 -16.76630
C -11.71089 -7.42237 -18.15975
C -12.48431 -8.71222 -18.48201
N -13.42150 -8.93928 -17.48944
C -14.06999 -10.24103 -17.57773
C -13.13823 -11.36392 -17.07100
O -12.67366 -11.12309 -15.76712
C -11.85408 -12.25219 -15.31944
H -9.71723 -6.35640 -16.95649
H -10.55385 -6.27896 -15.23645
H -11.09121 -5.28551 -16.47217
H -10.76399 -7.48712 -18.73698
H -12.12821 -6.55849 -18.53807
H -11.78977 -9.60017 -18.62653
H -12.88398 -8.66350 -19.52159
H -14.17637 -8.18179 -17.50067
H -14.51259 -10.37183 -18.55114
H -15.03833 -10.29650 -17.05791
H -12.60831 -11.69462 -17.80460
H -13.73894 -12.24535 -16.96492
H -11.49864 -11.95693 -14.37226
H -11.01876 -12.41374 -16.01333
H -12.39321 -13.22288 -15.09084
C -12.07149 -14.68002 -19.73782
O -10.99637 -15.27981 -20.70378
C -10.13202 -14.21241 -21.01759
C -8.94623 -14.60531 -21.86874
N -7.91754 -13.60259 -21.91157
C -6.69363 -14.07245 -22.43373
C -5.45693 -13.14587 -22.21070
O -4.35052 -13.46287 -23.04783
C -3.20494 -12.71528 -22.81666
H -11.88558 -14.52963 -18.84402
H -12.97751 -15.32032 -19.78442
H -12.37097 -13.64567 -19.96257
H -9.78079 -13.83850 -19.99969
H -10.55462 -13.42057 -21.40152
H -8.95488 -15.00831 -22.93286
H -8.52300 -15.52000 -21.35767
H -7.83785 -13.26716 -20.98480
H -6.86879 -14.14447 -23.61803
H -6.53570 -15.21432 -22.00917
H -4.96284 -13.12246 -21.23979
H -5.71037 -12.05310 -22.60626
H -2.40767 -12.74838 -23.56015
H -2.54426 -12.99401 -21.82927
H -3.36215 -11.73754 -22.55827



Entry 6:
Molecular formula: C2H3O2S2
Method: DFT, ωB97M-V/def2-TZVPD

- Energy relative to the best compared isomer or geometry (same formula, charge and spin): 110.7 kJ/mol
- Net charge: -1
- HOMO energy (spin up / spin down): -4.53 / -4.53 eV
- Orbital gap (spin up / spin down): 0.2566 / 0.2564 hartree

Positions of all 9 atoms, in Å:
C 2.02837 -0.75171 -0.07911
C -1.65588 0.24564 0.02052
O 1.14551 -1.40094 -0.55392
O 3.19281 -0.83765 0.22817
S 1.62784 1.08101 0.46181
S -0.97302 1.88174 -0.31041
H -2.58003 0.14450 -0.54669
H -1.84965 0.13767 1.08706
H -0.93595 -0.50026 -0.30742



Entry 7:
Molecular formula: C45H64Cl3N2O4PSb2W
Method: DFT, ωB97M-V/def2-TZVPD

- Energy relative to the best compared isomer or geometry (same formula, charge and spin): 212.4 kJ/mol
- 2S+1: 3
- Net charge: +2
- HOMO energy (spin up / spin down): -12.11 / -12.15 eV
- Orbital gap (spin up / spin down): 0.1729 / 0.2002 hartree

Positions of all 122 atoms, in Å:
W -0.06572 -0.79815 0.05854
C 1.93058 -1.87975 3.49194
Sb 1.93768 -0.27075 2.04454
C 4.07988 -0.50055 1.78554
C 2.26288 1.36505 3.50044
C 1.72788 0.98295 4.82284
C 2.53458 0.29525 5.72594
C 2.03518 -0.14445 6.93804
C 0.70568 0.08505 7.25604
C -0.09792 0.79295 6.38254
C 0.40008 1.26745 5.17124
C -0.43412 2.15355 4.32874
Sb -1.09822 1.50235 2.30784
C -3.01642 0.76345 3.04154
C -1.85532 3.53995 2.10604
H 1.21948 -1.69765 4.29414
H 2.93108 -1.93845 3.92194
H 1.70078 -2.81475 2.98434
H 4.51588 -0.40385 2.77724
H 4.47498 0.28225 1.14344
H 4.33378 -1.47595 1.38154
H 1.82068 2.27715 3.10994
H 3.33938 1.48325 3.52944
H 3.57428 0.13765 5.48014
H 2.68258 -0.65145 7.63644
H 0.30398 -0.25585 8.19694
H -1.11462 1.02975 6.66014
H 0.09448 3.08885 4.14374
H -1.36492 2.39795 4.83874
H -3.80872 1.35315 2.59084
H -3.05732 0.90495 4.11724
H -3.17532 -0.28575 2.81444
H -2.17762 3.86285 3.08754
H -2.70272 3.59465 1.43824
H -1.08432 4.21865 1.75704
C -1.48492 -2.07195 4.11684
C -1.02892 -2.39835 2.73294
O -0.90512 -1.50815 1.80404
N -0.68902 -3.67975 2.46714
C -0.48452 -4.12685 1.10294
C 0.89168 -3.82365 0.56194
C 1.76788 -4.87885 0.42274
C 3.03728 -4.71005 -0.11156
C 3.37898 -3.40555 -0.47616
C 2.49778 -2.38085 -0.28776
N 1.20498 -2.50865 0.21374
H -1.27842 -1.03255 4.36844
H -0.99402 -2.71975 4.83994
H -2.55962 -2.24235 4.21064
H -0.82162 -4.36915 3.18954
H -1.24452 -3.65325 0.47584
H -0.65492 -5.20195 1.06334
H 1.44118 -5.85585 0.73734
H 3.71818 -5.53245 -0.22606
H 4.34368 -3.18345 -0.90146
H 2.80438 -1.37395 -0.53946
O -2.33862 0.04235 0.20484
H -2.90542 0.16945 -0.58936
H -2.85752 -0.58295 0.76094
C 0.76578 -3.75005 -5.11276
C 0.48488 -3.78565 -3.75616
C 0.67338 -2.66215 -2.97696
C 1.18458 -1.48255 -3.52266
C 1.44498 -1.46025 -4.89936
C 1.22198 -2.57235 -5.68626
C 1.58218 -0.33665 -2.73166
C 1.27738 0.00805 -1.44136
C 2.20768 1.08975 -0.96686
C 1.76578 2.13145 -0.13196
C 2.62658 3.14135 0.26844
C 3.95558 3.12615 -0.12786
C 4.41688 2.09285 -0.92356
C 3.55778 1.08695 -1.33046
H 0.63408 -4.63315 -5.71756
H 0.11838 -4.69125 -3.29836
H 0.44618 -2.70695 -1.91496
H 1.82738 -0.55395 -5.34816
H 1.42228 -2.52905 -6.74556
H 2.27278 0.29135 -3.29066
H 0.69388 2.20775 0.08664
H 2.25128 3.95935 0.86484
H 4.62168 3.91745 0.17424
H 5.44658 2.07235 -1.24366
H 3.94028 0.29445 -1.95836
Cl -4.86902 -4.04935 -1.44006
C -3.84752 -2.69845 -0.94236
Cl -3.94162 -2.51465 0.85854
Cl -4.43102 -1.19065 -1.68206
C -2.32392 -2.95235 -1.28456
O -2.01552 -3.99325 -1.80036
O -1.54242 -2.00295 -0.89256
C -2.59052 1.72425 -4.83826
C -2.39552 0.90765 -3.55806
C -1.92672 -0.50305 -3.90756
P -1.38012 1.66285 -2.14586
C -2.62922 2.99765 -1.57516
C -3.25512 3.89985 -2.63816
C -3.79072 2.41965 -0.76096
C 0.05278 2.67565 -2.92226
C 0.41558 2.28795 -4.35386
C 0.02468 4.19775 -2.79906
H -3.62922 1.66195 -5.15106
H -1.98352 1.32795 -5.64456
H -2.34052 2.76815 -4.71136
H -3.37292 0.81125 -3.07236
H -1.04552 -0.48075 -4.54116
H -2.70822 -1.02345 -4.45856
H -1.68312 -1.08545 -3.01776
H -2.03142 3.62415 -0.90076
H -3.98542 3.35595 -3.23096
H -2.52922 4.35525 -3.29906
H -3.78042 4.70695 -2.12816
H -4.36252 1.68115 -1.31866
H -4.47842 3.22845 -0.52496
H -3.46052 2.00065 0.18234
H 0.89138 2.35335 -2.30546
H -0.15972 2.85065 -5.07966
H 0.26888 1.22775 -4.53026
H 1.46548 2.52455 -4.51976
H -0.57132 4.65175 -3.58416
H 1.04368 4.56225 -2.92426
H -0.33342 4.54075 -1.83206